55
Properties=species:S:1:pos:R:3:forces:R:3 method="wB97M-V/def2-TZVPD" gap_ev="5.94 / 5.56" homo_ev="-14.65 / -14.61" multiplicity=1 total_charge=+2
Pd -0.663081 -0.079660 0.622303 1.605 -0.243 -1.517
C -2.005068 -1.347830 2.989875 -0.066 0.008 0.142
C -2.687039 -1.517505 1.798261 -0.180 -0.007 -0.075
C -3.237834 -0.399568 1.149051 0.432 0.048 -0.240
C -3.081584 0.882648 1.703033 -0.116 -0.094 0.046
C -2.383128 1.046369 2.887199 -0.011 -0.017 0.202
C -1.855041 -0.069297 3.536898 -0.036 0.053 -0.128
H -1.632622 -2.212500 3.523560 0.054 0.015 -0.023
H -2.869537 -2.512950 1.416190 0.054 0.020 -0.085
H -3.875839 -0.548105 0.287462 0.132 0.043 -0.099
H -3.574268 1.736170 1.259192 0.061 -0.035 -0.050
H -2.319839 2.023196 3.347308 0.088 0.010 -0.036
H -1.366955 0.054775 4.495608 0.059 -0.016 -0.040
C -2.708074 1.648518 -1.349047 0.053 0.177 -0.362
N -2.511587 0.509298 -2.224491 0.061 -0.083 0.252
C -3.378511 0.443806 -3.403468 -0.020 -0.042 -0.026
C -2.542798 -0.332207 -4.417133 -0.044 0.031 -0.123
N -1.252893 -0.500987 -3.741789 0.154 0.050 0.010
C -0.222835 -1.290766 -4.406393 0.087 -0.118 0.100
C -1.286112 -0.028365 -2.485950 -0.311 -0.131 -0.116
N -0.320088 -0.057610 -1.579521 -1.077 0.331 1.718
C 1.062292 -0.345517 -1.869417 0.368 -0.116 -0.129
C 1.908983 0.465479 -0.937621 0.119 0.152 -0.229
N 1.653521 -0.007974 0.400201 -1.551 -0.473 0.792
C 2.549225 0.034777 1.377212 0.146 0.203 0.314
N 2.365973 -0.622952 2.547356 -0.051 0.068 -0.287
C 1.181493 -1.373295 2.844829 0.072 0.009 -0.087
C 3.279846 -0.141761 3.573002 -0.014 0.126 0.043
C 4.380446 0.484868 2.728775 0.254 -0.184 -0.028
N 3.729370 0.703225 1.434990 -0.245 0.160 -0.135
C 4.558411 1.184728 0.338456 -0.010 0.052 -0.078
H -3.733670 1.646149 -0.983041 0.027 -0.024 0.028
H -2.543967 2.584555 -1.892731 -0.011 -0.002 -0.002
H -2.021513 1.614619 -0.513545 0.022 0.100 -0.006
H -3.614323 1.448634 -3.759012 0.062 0.036 0.069
H -4.313825 -0.056385 -3.157457 -0.017 0.006 -0.038
H -2.416051 0.203831 -5.356705 0.020 0.010 0.004
H -2.969914 -1.310339 -4.640896 0.046 -0.030 0.036
H -0.627808 -1.646901 -5.349527 -0.080 -0.027 0.043
H 0.070118 -2.155297 -3.812232 -0.022 0.002 0.008
H 0.656870 -0.695672 -4.639645 -0.031 0.005 -0.071
H 1.325816 -0.053806 -2.885208 -0.174 0.009 -0.034
H 1.294911 -1.404601 -1.732499 0.013 -0.010 -0.053
H 1.652182 1.523948 -1.042749 0.091 0.024 -0.056
H 2.947309 0.319413 -1.230245 0.025 -0.008 0.107
H 1.045744 -2.171483 2.113876 -0.051 -0.022 0.005
H 0.308561 -0.723771 2.841594 0.051 -0.041 0.158
H 1.267947 -1.815681 3.834964 0.042 -0.002 0.003
H 3.637254 -0.953373 4.202191 -0.028 -0.043 -0.026
H 2.786884 0.604433 4.203592 -0.001 -0.023 0.025
H 5.244041 -0.174792 2.610751 -0.044 -0.059 -0.001
H 4.729222 1.430298 3.138841 -0.001 0.026 -0.043
H 5.404237 1.718997 0.763604 -0.044 0.014 0.072
H 4.020904 1.877860 -0.300450 0.016 0.052 0.031
H 4.954221 0.360348 -0.259416 0.020 0.006 0.016



58
Properties=species:S:1:pos:R:3:forces:R:3 method="wB97M-V/def2-TZVPD" gap_ev=8.11 homo_ev=-10.80 de_lowest_kj_mol=0.0 multiplicity=1 total_charge=+1
Sn 0.249498 0.987678 0.437477 0.117 0.227 0.599
P 2.131751 -0.855829 0.122199 -0.139 -1.097 0.583
C 2.370508 -1.238618 -1.646662 0.046 0.487 0.443
C 1.037709 -1.592564 -2.282116 -0.038 -0.450 -0.214
N -0.080792 -1.104826 -1.720502 0.085 0.238 -0.606
C -1.260002 -1.384880 -2.293148 0.042 -0.324 -0.335
C -1.365838 -2.226834 -3.407560 -0.090 0.364 0.381
C -0.214909 -2.737577 -3.979717 -0.113 -0.011 0.146
C 1.001633 -2.424064 -3.402808 0.226 0.300 0.419
C -2.513997 -0.755753 -1.718104 0.062 -0.280 0.279
P -2.156011 0.750266 -0.747451 -0.495 -0.277 -0.264
H 1.935192 -2.813087 -3.781705 0.000 -0.008 -0.159
H -2.352124 -2.463627 -3.791715 0.133 0.064 -0.083
H -0.269532 -3.367285 -4.857186 0.019 -0.053 0.026
H -3.204735 -0.476629 -2.532617 0.178 -0.274 0.350
H -3.024128 -1.457719 -1.035849 0.141 0.109 -0.334
H 2.805425 -0.309667 -2.070518 -0.131 -0.641 -0.179
H 3.090814 -2.076297 -1.667461 -0.250 0.458 -0.437
H 1.243416 3.956518 -2.128282 -0.187 0.067 0.103
O 1.496137 3.109992 -2.509190 0.705 -0.095 -0.431
H 2.285592 3.299450 -3.054283 -0.642 -0.116 0.416
H -0.547286 4.632029 0.102948 -0.175 0.029 -0.911
O -0.750643 4.569803 -0.856472 0.057 0.545 0.753
H -1.143174 5.431716 -1.089756 0.253 -0.468 0.196
C -2.348678 2.007543 -2.043390 0.008 0.164 0.024
H -3.347538 1.878557 -2.487661 0.313 0.235 0.076
H -2.191065 3.022294 -1.651871 -0.137 -0.367 -0.153
H -1.578549 1.817820 -2.804344 -0.181 0.085 0.127
C -3.595921 0.863373 0.355272 -0.106 0.058 0.115
H -3.546372 1.806494 0.918245 -0.099 -0.315 -0.101
H -4.542283 0.813309 -0.204861 0.301 0.075 0.158
H -3.541858 0.016943 1.057279 -0.023 0.351 -0.143
C 2.041536 -2.536113 0.839842 -0.082 -0.193 -0.036
H 2.961694 -3.074591 0.550613 -0.322 0.210 0.108
H 1.937457 -2.527371 1.934719 0.040 0.097 -0.478
H 1.176240 -3.062080 0.412535 0.192 0.118 0.167
C 3.695082 -0.225186 0.742821 0.204 0.180 -0.136
H 3.539991 0.061325 1.788273 0.106 -0.031 -0.196
H 4.478965 -0.985632 0.664465 -0.096 0.150 0.027
H 3.970056 0.647816 0.147914 0.140 0.056 0.171
C -1.688063 1.888958 8.429119 -0.328 0.001 -0.069
C -1.416655 1.253596 7.091389 0.442 -0.262 -0.634
C -1.455046 -0.132273 6.861014 0.385 -0.046 -0.131
C -0.983217 -0.688247 5.665150 -0.379 0.135 -0.196
C -0.558673 0.140255 4.628034 0.100 0.401 0.347
C -0.598569 1.514749 4.802036 -0.352 0.076 0.077
C -1.045115 2.056793 6.003843 0.347 0.013 -0.126
S 0.242799 -0.476375 3.174173 -0.224 0.272 0.861
O 1.431018 0.371011 2.964207 -0.809 -0.617 -0.455
O 0.447038 -1.875902 3.419853 0.085 0.039 -0.417
O -0.725911 -0.232230 2.000188 0.733 0.254 -0.031
H -2.702025 1.650663 8.747663 -0.072 0.045 0.127
H -1.014841 1.573334 9.234841 -0.006 -0.154 -0.369
H -1.601509 2.972154 8.340984 -0.067 -0.040 0.060
H -1.790202 -0.815277 7.638706 0.095 0.183 -0.032
H -0.965869 -1.758685 5.500931 0.022 0.023 0.203
H -0.268677 2.149938 3.987767 0.029 0.129 0.160
H -1.020547 3.138739 6.100428 -0.062 -0.120 0.151



71
Properties=species:S:1:pos:R:3:forces:R:3 method="wB97M-V/def2-TZVPD" gap_ev=4.30 homo_ev=-2.46 de_lowest_kj_mol=0.0 multiplicity=1 total_charge=-1
C 0.451482 -2.182419 0.426426 0.021 -0.215 -0.194
C 0.185004 -3.100864 -0.775676 -0.083 0.166 0.265
B -1.259112 -2.886421 -1.406374 -0.095 -0.153 -0.037
O -1.774705 -1.573305 -1.400543 0.204 0.016 -0.455
P -2.338443 -4.363274 -2.173028 0.209 0.069 0.417
C -3.680483 -4.144356 -0.794738 -0.564 -0.166 -0.084
C -4.916660 -5.022424 -0.972893 0.161 -0.001 0.358
C -6.075473 -4.584628 -0.068829 0.125 0.182 -0.131
C -6.865031 -3.337585 -0.550697 -0.207 -0.429 0.080
C -6.562301 -2.837294 -1.959488 -0.278 0.679 0.199
O -7.060810 -1.496569 -2.142358 -0.038 -0.233 0.060
C -6.210636 -0.506048 -1.606674 0.080 0.012 0.037
H 1.468754 -2.291381 0.806121 0.067 0.016 0.069
H -0.235631 -2.423879 1.237281 -0.041 0.085 0.109
H 0.291987 -1.143655 0.147895 -0.011 0.129 0.076
H 0.279925 -4.146786 -0.480951 0.082 -0.130 -0.072
H 0.956101 -2.920501 -1.531572 -0.010 -0.015 -0.186
H -1.458324 -1.081394 -2.169374 -0.145 0.039 0.267
H -1.601680 -5.362058 -1.311490 0.017 -0.087 -0.043
H -3.106694 -5.468296 -2.782878 -0.023 0.032 -0.084
H -3.055458 -3.368540 -3.049095 -0.215 0.038 -0.053
H -1.290976 -4.544174 -3.254837 0.135 -0.004 -0.018
H -4.014919 -3.102621 -0.756751 0.229 0.216 -0.088
H -3.247733 -4.377792 0.184941 0.226 0.003 0.039
H -5.210935 -5.049307 -2.024183 -0.059 -0.020 -0.107
H -4.653210 -6.048461 -0.706040 0.034 -0.115 -0.113
H -6.763191 -5.413362 0.112648 -0.115 -0.049 -0.139
H -5.630213 -4.351228 0.899150 -0.058 -0.043 0.151
H -7.928245 -3.585906 -0.547482 -0.113 0.098 0.117
H -6.761946 -2.526518 0.168665 0.208 0.182 -0.075
H -5.501849 -2.839060 -2.194031 0.103 -0.195 -0.122
H -7.119719 -3.434976 -2.676079 0.205 -0.112 -0.214
H -6.760660 0.134897 -0.913911 -0.103 0.027 -0.006
H -5.805920 0.114917 -2.409795 -0.003 0.028 -0.059
H -5.363540 -0.927154 -1.062505 0.048 -0.113 0.002
C 1.415108 2.368595 -3.433197 -0.059 0.146 -0.519
C 0.617951 1.446385 -2.496906 0.332 -0.059 0.133
C -0.297200 2.095602 -1.453069 -0.136 -0.059 -0.051
F 0.424468 2.825488 -0.567777 0.040 -0.034 -0.043
F -0.937114 1.117640 -0.794833 0.041 0.168 0.119
F 1.447693 0.569776 -1.899663 -0.057 0.064 -0.022
F -0.226349 0.744804 -3.309779 -0.040 0.017 -0.055
O 2.780331 2.592092 -3.116964 -0.065 -0.132 0.518
C 3.188881 3.622019 -2.321410 -0.068 -0.040 -0.291
C 3.949512 3.104115 -1.095811 0.059 -0.025 0.103
F 3.156303 2.334363 -0.329280 -0.041 0.051 0.001
F 4.349029 4.169035 -0.351908 0.026 -0.043 -0.001
F 2.185571 4.445632 -1.965194 0.043 -0.101 0.001
F 4.081288 4.359694 -3.030400 -0.046 0.085 -0.001
H 1.452697 1.830037 -4.377892 0.009 -0.029 0.000
H 0.886806 3.303199 -3.621901 -0.041 0.013 0.192
H -1.034478 2.745045 -1.935142 0.041 0.014 0.003
H 4.822348 2.527191 -1.407117 -0.004 0.041 -0.027
C 4.789948 3.296895 2.902307 -0.097 0.127 -0.532
C 4.046630 2.525521 4.003947 0.331 -0.100 0.073
C 3.338585 3.341778 5.088220 -0.108 -0.009 0.024
F 4.224588 4.068988 5.803804 0.008 -0.031 -0.033
F 2.713532 2.490550 5.931617 0.034 0.049 0.007
F 4.875759 1.626320 4.579703 -0.066 0.065 -0.020
F 3.053252 1.839536 3.376389 -0.047 0.022 -0.041
O 6.197512 3.414508 3.032137 -0.020 -0.131 0.527
C 6.786382 4.451819 3.695292 -0.082 0.006 -0.281
C 7.654500 3.946661 4.853225 0.080 0.023 0.075
F 6.900554 3.298874 5.760587 -0.014 0.051 -0.001
F 8.234394 5.012046 5.458705 -0.020 -0.076 -0.013
F 5.903726 5.379471 4.111102 0.060 -0.098 -0.023
F 7.635500 5.061904 2.829718 -0.052 0.088 0.003
H 4.658978 2.693657 2.007134 -0.018 -0.051 0.011
H 4.321530 4.258941 2.694782 -0.025 0.028 0.194
H 2.595176 4.008806 4.643712 0.020 0.008 0.007
H 8.427858 3.275436 4.475007 -0.008 0.015 -0.002